Density functional theory data (wB97M-V/def2-TZVPD) for a molecular structure, C34H33FeGeNSe2.

Each line ends with the Mulliken spin population.
Geometry (Å):
Fe  0.00424  -1.69910  -0.13940  1.144
C  -3.93554  -0.17208  0.11999  0.014
C  -4.46172  -0.89670  1.18591  -0.027
C  -3.68283  -1.86274  1.78337  0.015
C  -2.38544  -2.10456  1.32168  -0.028
N  -1.87367  -1.37149  0.30398  -0.042
C  -2.64255  -0.43564  -0.27258  0.013
C  -1.46684  -3.12531  1.81053  0.000
C  -1.76188  -3.98261  2.87542  -0.006
C  -0.84684  -4.94119  3.26296  -0.001
C  0.36697  -5.03585  2.57673  -0.002
C  0.65250  -4.18101  1.52670  -0.001
C  -0.24554  -3.18348  1.09248  -0.066
H  -4.49772  0.60918  -0.37247  -0.001
H  -5.46300  -0.69797  1.54826  -0.003
H  -4.06853  -2.44798  2.60727  0.000
H  -2.16270  0.12559  -1.06405  -0.019
H  -2.70518  -3.90270  3.40749  -0.002
H  -1.06367  -5.60696  4.09000  -0.001
H  1.09214  -5.78660  2.87647  0.000
H  1.61111  -4.27891  1.02405  0.002
C  3.79584  -3.06205  -1.91567  0.025
Se  2.58560  -1.70779  -1.07236  0.038
C  1.93560  -1.08041  -2.80396  -0.021
C  1.02565  -2.10508  -3.45839  0.001
Se  -0.61322  -2.37339  -2.40149  -0.014
C  -0.59677  -4.31762  -2.56564  0.002
H  4.35039  -3.51942  -1.09713  0.000
H  4.50354  -2.59264  -2.60127  0.001
H  3.24354  -3.84271  -2.43807  -0.002
H  2.80009  -0.87116  -3.43720  -0.001
H  1.41006  -0.14906  -2.59623  0.014
H  1.52017  -3.07460  -3.50361  0.000
H  0.74403  -1.81578  -4.47172  0.001
H  -0.65076  -4.63210  -3.60855  0.003
H  -1.46413  -4.69335  -2.02676  0.001
H  0.30736  -4.70170  -2.09652  -0.003
C  0.61132  -0.16013  0.22947  -0.005
Ge  0.42537  1.72410  0.27689  -0.070
C  -1.20273  2.31972  1.23225  0.021
C  -1.53990  1.58391  2.37201  0.000
C  -2.66681  1.89128  3.11941  -0.006
C  -3.49052  2.94336  2.73623  0.002
C  -3.17275  3.68376  1.60718  0.000
C  -2.03652  3.37350  0.86626  0.001
C  0.44288  2.44570  -1.55402  -0.003
C  -0.68828  2.59816  -2.35302  -0.004
C  -0.58514  2.97322  -3.68826  0.002
C  0.66208  3.19274  -4.25472  -0.002
C  1.80307  3.03735  -3.47744  0.006
C  1.69023  2.67078  -2.14300  0.006
C  1.93367  2.65566  1.17537  0.002
C  2.92574  1.87323  1.76615  0.014
C  4.00850  2.45830  2.41293  0.005
C  4.11332  3.84066  2.48018  0.000
C  3.13249  4.63428  1.89795  0.001
C  2.05567  4.04184  1.25160  0.001
H  -0.92170  0.73811  2.65854  -0.005
H  -2.91200  1.29809  3.99269  -0.001
H  -4.37492  3.18306  3.31497  0.000
H  -3.80724  4.50794  1.30074  0.000
H  -1.80069  3.97771  -0.00438  0.001
H  -1.67394  2.40066  -1.94277  0.001
H  -1.48200  3.08538  -4.28660  0.000
H  0.74542  3.47846  -5.29657  0.000
H  2.78309  3.20053  -3.91056  0.000
H  2.59056  2.55040  -1.54970  0.001
H  2.83696  0.79246  1.70609  0.000
H  4.77125  1.83399  2.86398  0.000
H  4.95572  4.29965  2.98446  0.000
H  3.20850  5.71453  1.94894  0.000
H  1.29899  4.67460  0.79652  0.000

Output
Gap between HOMO and LUMO (alpha / beta): 5.210 / 4.953 eV
E_HOMO (alpha / beta): -2.74 / -2.48 eV
Total charge: -1
Molecular weight: 742.0 g mol⁻¹
2S+1: 2

Density functional theory data (wB97M-V/def2-TZVPD) for a molecular structure, C22H50FN6O2Zn in a non-equilibrium geometry.

Each line ends with the Löwdin charge.
Geometry (Å):
Zn  0.55014  3.18733  -1.46317  1.479
F  0.03520  1.28396  -1.37765  -0.428
C  2.64300  2.54671  3.41123  -0.044
C  3.87130  1.73201  3.05686  -0.160
N  3.44252  0.40722  2.62554  -0.046
C  3.79918  -0.76717  3.18477  0.029
C  3.20202  -1.76776  2.44652  0.044
N  2.44809  -1.15368  1.46003  -0.100
C  2.53479  0.15116  1.60126  -0.018
C  1.64675  -1.83006  0.49591  0.005
H  2.93287  3.56052  3.68739  0.105
H  1.99513  2.13723  4.18627  0.104
H  2.06697  2.65605  2.49235  0.045
H  4.68488  1.77963  3.78067  0.151
H  4.42891  2.15192  2.21970  0.123
H  4.44557  -0.85919  4.04507  0.164
H  3.34272  -2.83615  2.37484  0.154
H  2.09340  0.99553  1.09271  0.137
H  2.31053  -2.17721  -0.29591  0.113
H  0.86374  -1.18941  0.09026  0.076
H  1.24546  -2.76981  0.87530  0.115
C  2.77899  0.08596  -3.40306  -0.071
C  4.17177  0.66371  -3.31794  -0.200
N  4.99474  -0.11248  -2.47772  -0.046
C  5.47169  -1.47048  -2.59079  0.049
C  6.34730  -1.74954  -1.57009  0.051
N  6.36342  -0.61584  -0.73477  -0.085
C  5.57096  0.39373  -1.31884  0.049
C  7.06746  -0.39934  0.50029  0.000
H  2.11140  0.03980  -2.54265  0.041
H  2.83407  -0.94635  -3.74861  0.090
H  2.20672  0.58263  -4.18659  0.089
H  4.12561  1.66551  -2.89092  0.116
H  4.54802  0.90247  -4.31269  0.157
H  5.21090  -2.06733  -3.45228  0.145
H  7.03540  -2.53572  -1.29650  0.156
H  5.38318  1.36237  -0.87966  0.152
H  6.31651  -0.28508  1.28204  0.079
H  7.85135  0.35615  0.44687  0.126
H  7.49843  -1.26983  0.99486  0.118
C  -3.44076  1.78078  -3.68312  0.011
N  -4.30330  1.33907  -2.50658  -0.295
C  -5.78258  1.41386  -2.89124  0.027
C  -4.14188  -0.21866  -2.30986  0.024
C  -3.82079  2.09771  -1.15528  -0.024
C  -4.29351  3.58604  -1.11340  -0.218
O  -5.69117  3.71636  -0.82926  -0.041
H  -2.45065  1.32605  -3.65130  0.086
H  -3.09151  2.79702  -3.50042  0.086
H  -3.90154  1.61637  -4.65716  0.129
H  -6.39732  1.20214  -2.01638  0.120
H  -6.07955  0.80040  -3.74188  0.125
H  -5.85934  2.47256  -3.13895  0.110
H  -4.55971  -0.81030  -3.12440  0.119
H  -4.67820  -0.51112  -1.40713  0.087
H  -3.06287  -0.33123  -2.20413  0.084
H  -2.73830  2.00527  -1.06706  0.090
H  -4.44135  1.54678  -0.44854  0.128
H  -4.05340  4.22044  -1.96661  0.122
H  -3.85990  4.02452  -0.21461  0.126
H  -5.92429  4.63538  -0.67876  0.118
C  -3.94282  -2.77446  1.03151  0.031
N  -3.18425  -2.32207  2.37897  -0.286
C  -4.33141  -2.37549  3.47183  0.069
C  -2.10435  -3.45699  2.50190  0.041
C  -2.70792  -0.89723  2.14794  -0.065
C  -1.50192  -0.58497  1.19179  -0.250
O  -1.51059  0.76094  0.90488  -0.078
H  -4.54834  -1.96624  0.62136  0.085
H  -4.49534  -3.66542  1.32984  0.113
H  -3.22692  -2.93978  0.22636  0.094
H  -3.86409  -2.05390  4.40257  0.112
H  -4.71402  -3.39178  3.56600  0.118
H  -5.14600  -1.71009  3.18587  0.115
H  -1.70748  -3.48227  3.51677  0.108
H  -1.28305  -3.27323  1.80923  0.084
H  -2.51448  -4.46669  2.48198  0.119
H  -2.37921  -0.67012  3.16208  0.143
H  -3.62567  -0.40100  1.83234  0.132
H  -1.61077  -1.02957  0.20256  0.122
H  -0.55472  -0.72856  1.71167  0.105
H  -0.94551  0.88052  0.13808  0.008

Output
Gap between HOMO and LUMO: 2.385 eV
E_HOMO: -21.56 eV
Total charge: +5
Molecular weight: 515.1 g mol⁻¹

Density functional theory data (wB97M-V/def2-TZVPD) for a single C5H13NO molecule.

Each line ends with the Löwdin charge.
Geometry (Å):
C  2.53743  0.83747  0.37748  -0.107
C  1.55343  -0.31984  0.21741  -0.232
C  0.15236  0.09947  -0.21317  -0.417
C  -0.53969  0.98608  0.81596  -0.052
N  -0.58479  -1.10590  -0.55510  -0.033
C  -1.90224  -1.00205  -1.02676  -0.301
O  -2.85021  -0.76933  0.03695  -0.074
H  2.47888  1.52761  -0.46331  0.076
H  3.55912  0.49047  0.49733  0.066
H  2.31645  1.41141  1.28075  0.062
H  1.50438  -0.90209  1.14576  0.115
H  1.91520  -1.02460  -0.52782  0.106
H  0.25837  0.65199  -1.15311  0.139
H  -1.30854  1.60478  0.35218  0.077
H  0.17202  1.67645  1.26024  0.060
H  -0.99457  0.37607  1.58930  0.080
H  -0.43472  -1.91679  0.02419  0.123
H  -1.96258  -0.18794  -1.75383  0.123
H  -2.18966  -1.92371  -1.53258  0.114
H  -3.68063  -0.50955  -0.37187  0.074

Output
Gap between HOMO and LUMO: 9.994 eV
E_HOMO: -8.95 eV
Total charge: 0
Molecular weight: 103.2 g mol⁻¹